# C14H16F18O21S6V

A structure of composition C14H16F18O21S6V in a non-equilibrium geometry (wB97M-V/def2-TZVPD, OMol25).

Structure (ORCA input):
```
! wB97M-V def2-TZVPD RIJCOSX def2/J DEFGRID3
* xyz -4 2
O -14.286 -14.951 6.529
V -15.694 -14.960 5.742
C -15.411 -10.581 9.078
F -14.336 -9.859 8.733
F -15.055 -11.612 9.920
F -16.238 -9.770 9.737
S -16.294 -11.353 7.579
O -15.459 -12.388 7.014
O -17.619 -11.719 8.025
O -16.486 -10.309 6.552
C -13.520 -18.942 7.625
F -12.451 -19.063 6.738
F -13.635 -20.057 8.323
F -13.229 -17.889 8.465
S -15.169 -18.695 6.503
O -15.022 -19.567 5.332
O -16.283 -19.220 7.343
O -15.281 -17.242 6.307
C -12.874 -11.115 4.348
F -11.827 -11.817 3.852
F -12.799 -11.029 5.663
F -12.828 -9.844 3.870
S -14.630 -11.928 3.837
O -15.690 -10.972 4.254
O -14.602 -11.985 2.363
O -14.691 -13.270 4.490
C -20.004 -13.444 4.986
F -20.858 -12.723 4.180
F -20.164 -13.156 6.286
F -20.148 -14.740 4.795
S -18.213 -12.858 4.458
O -18.113 -11.364 4.599
O -17.294 -13.596 5.389
O -17.976 -13.143 3.053
C -17.834 -14.773 10.081
F -16.978 -13.779 10.186
F -17.911 -15.397 11.261
F -19.076 -14.407 9.630
S -17.078 -16.035 8.800
O -18.103 -17.024 8.653
O -16.845 -15.281 7.572
O -15.824 -16.538 9.430
C -18.765 -16.808 2.963
F -19.933 -17.475 2.696
F -17.917 -17.206 2.022
F -19.075 -15.550 2.799
S -18.190 -17.224 4.705
O -19.161 -17.140 5.758
O -17.727 -18.594 4.770
O -17.155 -16.255 4.984
C -10.639 -14.917 8.696
C -11.867 -14.032 8.701
C -11.573 -13.195 7.476
O -10.928 -14.120 6.560
C -10.459 -15.301 7.235
H -10.862 -15.774 9.331
H -9.720 -14.385 8.941
H -11.790 -13.361 9.557
H -12.819 -14.560 8.752
H -10.789 -12.441 7.550
H -12.486 -12.667 7.202
H -9.435 -15.551 6.959
H -11.083 -16.187 7.117
C -13.062 -16.961 2.547
C -14.473 -16.934 2.037
C -14.996 -15.621 2.578
O -14.556 -15.847 3.902
C -13.154 -16.375 3.963
H -12.460 -16.376 1.852
H -12.622 -17.956 2.470
H -15.023 -17.768 2.474
H -14.586 -16.961 0.953
H -16.077 -15.483 2.536
H -14.507 -14.693 2.280
H -13.108 -17.087 4.786
H -12.367 -15.652 4.178
*
```

Output
⟨S²⟩: 0.797
Energy relative to the best compared isomer or geometry (same formula, charge and spin): 2.5 kcal per mole
Orbital gap (spin up / spin down): 6.1951 / 6.1959 eV

# C22H23F9N3O2Ru

A structure of composition C22H23F9N3O2Ru in a non-equilibrium geometry (wB97M-V/def2-TZVPD, OMol25).

Structure (ORCA input):
```
! wB97M-V def2-TZVPD RIJCOSX def2/J DEFGRID3
* xyz 0 2
Ru 0.148 0.212 -0.238
C 2.442 1.225 1.396
N 1.836 -0.112 1.229
C 2.802 -1.038 0.598
C 1.293 -0.634 2.463
C 1.996 -0.551 3.648
C 1.437 -1.015 4.831
C 0.138 -1.495 4.802
C -0.569 -1.565 3.610
C 0.026 -1.209 2.389
N -0.506 -1.307 1.128
C -1.525 -2.134 0.715
C -2.289 -3.022 1.491
C -3.329 -3.756 0.936
C -3.641 -3.650 -0.408
C -2.843 -2.841 -1.205
C -1.803 -2.120 -0.654
N -0.885 -1.374 -1.480
C 0.235 -2.227 -1.941
C -1.507 -0.687 -2.626
H 3.431 1.168 1.863
H 2.563 1.684 0.422
H 1.788 1.839 2.010
H 3.725 -1.079 1.186
H 2.361 -2.033 0.561
H 3.025 -0.696 -0.409
H 2.991 -0.121 3.659
H 1.991 -0.963 5.759
H -0.340 -1.811 5.721
H -1.610 -1.842 3.643
H -2.070 -3.167 2.535
H -3.901 -4.419 1.573
H -4.467 -4.204 -0.834
H -3.018 -2.804 -2.274
H -0.125 -2.963 -2.668
H 1.001 -1.609 -2.402
H 0.655 -2.754 -1.086
H -1.768 -1.383 -3.428
H -2.398 -0.161 -2.292
H -0.798 0.027 -3.036
C -0.729 3.192 0.954
C -0.935 1.723 0.735
O -1.795 1.338 -0.029
H -1.568 3.743 0.535
H 0.195 3.456 0.441
H -0.613 3.434 2.011
F 2.917 3.124 -1.260
C 3.344 2.213 -2.160
F 4.227 1.440 -1.528
F 3.993 2.870 -3.122
C 2.136 1.358 -2.671
O 1.789 0.442 -1.752
C 0.968 2.358 -3.037
F 1.380 3.589 -3.343
F 0.124 2.481 -1.994
F 0.226 1.915 -4.059
C 2.568 0.647 -3.997
F 2.622 1.473 -5.049
F 1.710 -0.333 -4.294
F 3.776 0.090 -3.860
*
```

Output
⟨S²⟩: 0.825
Energy relative to the best compared isomer or geometry (same formula, charge and spin): 42.0 kcal per mole
Orbital gap (spin up / spin down): 6.4003 / 6.5633 eV

# C28H32CoN9O3

A structure of composition C28H32CoN9O3 in a non-equilibrium geometry (wB97M-V/def2-TZVPD, OMol25).

Structure (ORCA input):
```
! wB97M-V def2-TZVPD RIJCOSX def2/J DEFGRID3
* xyz 0 1
Co 0.694 -0.319 -0.481
C 0.643 -0.367 4.330
C -0.627 -0.858 3.685
C -1.296 -1.957 4.217
C -2.461 -2.450 3.649
C -2.987 -1.813 2.531
C -2.349 -0.709 1.992
C -1.156 -0.234 2.547
N -0.490 0.867 2.001
C -0.319 1.194 0.635
N 0.316 2.441 0.451
C 1.304 2.468 -0.566
C 1.652 1.230 -1.127
C 2.679 1.272 -2.080
C 3.313 2.465 -2.442
C 2.902 3.662 -1.877
C 1.877 3.683 -0.931
C 1.383 4.975 -0.332
N -1.019 0.634 -0.353
C -1.499 1.432 -1.415
C -1.169 1.124 -2.734
C -1.657 1.881 -3.790
C -2.483 2.967 -3.544
C -2.844 3.254 -2.234
C -2.388 2.493 -1.161
C -2.873 2.802 0.232
H 1.061 -1.141 4.974
H 0.464 0.516 4.950
H 1.399 -0.115 3.582
H -0.876 -2.447 5.092
H -2.948 -3.324 4.069
H -3.897 -2.183 2.070
H -2.743 -0.221 1.112
H 0.271 1.202 2.561
H 0.518 2.968 1.286
H 3.008 0.351 -2.561
H 4.116 2.458 -3.173
H 3.372 4.595 -2.170
H 1.777 5.831 -0.881
H 1.687 5.086 0.716
H 0.290 5.014 -0.363
H -0.507 0.292 -2.922
H -1.382 1.619 -4.806
H -2.851 3.580 -4.359
H -3.507 4.090 -2.029
H -3.855 3.276 0.194
H -2.190 3.475 0.757
H -2.958 1.895 0.830
N 3.222 -0.231 1.245
N 3.759 -1.468 0.848
C 3.275 -2.079 -0.252
N 3.989 -3.140 -0.676
N 2.218 -1.563 -0.850
N 1.650 -2.190 -1.923
O 2.080 -3.215 -2.424
O 0.665 -1.623 -2.318
H 3.478 0.516 0.605
H 3.557 -0.037 2.176
H 4.762 -1.560 0.901
H 4.480 -3.671 0.026
H 3.539 -3.654 -1.420
O -0.061 -1.953 0.530
N -0.848 -2.845 -0.001
C -1.821 -2.461 -0.850
C -2.666 -3.399 -1.409
C -2.545 -4.736 -1.071
C -1.560 -5.101 -0.166
C -0.717 -4.142 0.349
H -1.861 -1.397 -1.041
H -3.421 -3.064 -2.108
H -3.209 -5.479 -1.497
H -1.440 -6.128 0.148
H 0.084 -4.335 1.046
*
```

Output
Orbital gap (spin up / spin down): 5.3564 / 5.9700 eV

# CH3IO2P

The ion CH3IO2P with charge -1 in a non-equilibrium geometry (wB97M-V/def2-TZVPD, OMol25).

Structure (ORCA input):
```
! wB97M-V def2-TZVPD RIJCOSX def2/J DEFGRID3
* xyz -1 1
C -0.072 -0.243 0.107
P -1.577 -1.281 0.181
O -1.537 -1.810 1.517
O -1.688 -2.372 -1.169
I -3.455 0.392 -0.100
H -0.044 0.551 -0.708
H 0.024 0.401 0.983
H 0.682 -0.920 0.268
*
```

Output
SMILES string: C[P@](=O)([O-])I
Energy relative to the best compared isomer or geometry (same formula, charge and spin): 32.7 kcal per mole
Orbital gap: 7.8244 eV

# C5H11NO

The molecule C5H11NO in a non-equilibrium geometry (wB97M-V/def2-TZVPD, OMol25).

Structure (ORCA input):
```
! wB97M-V def2-TZVPD RIJCOSX def2/J DEFGRID3
* xyz 0 1
C -0.535 -0.019 2.533
C -1.062 -0.183 1.079
N -0.079 -0.758 0.153
C 0.092 0.011 -1.179
C 1.279 -0.622 -1.842
C 0.447 1.452 -1.093
O -0.124 2.403 -1.666
H -0.204 -0.995 2.849
H 0.237 0.796 2.578
H -1.494 0.218 3.100
H -2.148 -0.632 0.962
H -1.223 0.805 0.712
H -0.325 -1.741 -0.052
H -0.913 -0.026 -1.688
H 1.084 -1.766 -1.750
H 2.300 -0.392 -1.369
H 1.322 -0.328 -2.912
H 1.344 1.775 -0.415
*
```

Output
SMILES string: CCN[C@H](C)C=O
Energy relative to the best compared isomer or geometry (same formula, charge and spin): 56.0 kcal per mole
Orbital gap: 10.1334 eV

# C14H26BrFGaO6

A structure of composition C14H26BrFGaO6 (wB97M-V/def2-TZVPD, OMol25).

Structure (ORCA input):
```
! wB97M-V def2-TZVPD RIJCOSX def2/J DEFGRID3
* xyz -1 1
C -0.434 2.556 4.397
C 0.639 2.184 3.394
O 0.260 1.264 2.392
C -0.763 1.679 1.511
C -1.985 0.760 1.657
O -2.256 0.473 2.993
Ga -4.030 0.670 3.514
F -3.979 0.976 5.299
Br -5.136 -1.446 3.049
C -5.013 2.176 2.611
C -4.254 3.502 2.706
H -0.785 1.685 4.931
H -0.008 3.297 5.072
H -1.284 3.034 3.925
H 1.089 3.081 2.955
H 1.437 1.690 3.946
H -0.403 1.552 0.488
H -1.028 2.728 1.625
H -2.841 1.174 1.111
H -1.714 -0.172 1.140
H -5.999 2.282 3.049
H -5.095 1.912 1.562
H -3.309 3.466 2.173
H -4.846 4.298 2.249
H -4.083 3.792 3.738
O -0.294 -1.451 -3.685
C 0.097 -1.780 -2.598
O 0.145 -0.936 -1.553
C 0.771 -1.578 -0.419
C 0.601 -3.070 -0.665
C 0.631 -3.139 -2.190
H 1.819 -1.279 -0.396
H 0.283 -1.240 0.492
H 1.365 -3.671 -0.175
H -0.373 -3.397 -0.299
H 1.647 -3.230 -2.570
H 0.009 -3.932 -2.597
O 3.915 -2.472 -2.087
C 3.935 -2.020 -3.195
O 3.429 -0.809 -3.500
C 3.480 -0.587 -4.920
C 4.574 -1.521 -5.428
C 4.462 -2.690 -4.449
H 2.499 -0.822 -5.336
H 3.696 0.464 -5.098
H 4.445 -1.798 -6.472
H 5.549 -1.043 -5.322
H 3.727 -3.427 -4.776
H 5.410 -3.182 -4.248
*
```

Output
Orbital gap: 7.3632 eV